C25H63N4Na2O9Pb | ωB97M-V/def2-TZVPD

Output
LUMO energy   -10.5491 eV
Net charge   +3
Kohn-Sham gap   2.48 eV
E_HOMO   -13.03 eV

The geometry in XYZ format:
```
104
Properties=species:S:1:pos:R:3:forces:R:3
Na -1.2970 -3.2602 -4.0877 0.0 -0.2 0.6
Na -2.4246 0.0982 -3.6223 -0.5 0.0 1.1
Pb 1.4049 -0.7250 -4.0377 0.3 -3.4 -1.0
C 0.1561 -1.5513 -1.2399 -0.3 -0.1 -0.7
O -0.4912 -1.3142 -2.5041 0.0 0.6 -1.6
H -0.2282 -2.4767 -0.8037 0.1 0.2 0.2
H 1.2347 -1.7080 -1.4121 0.1 0.0 0.3
H 0.0154 -0.7074 -0.5610 0.0 -0.1 0.1
C -4.1900 1.2968 -0.8254 0.2 0.6 -0.1
O -4.2807 -0.0699 -1.1821 0.7 0.3 0.1
C -3.7188 -0.8404 -0.0927 -0.2 -0.5 -1.9
C -3.9256 -2.3168 -0.4269 -1.2 0.2 1.3
N -5.3183 -2.5614 -0.7786 0.7 -0.4 -0.4
C -5.6265 -3.9848 -0.8939 -0.2 0.2 0.1
C -7.0800 -4.1460 -1.3197 0.0 -0.6 -1.0
O -7.2284 -3.4967 -2.5739 0.9 0.2 -0.3
C -8.2981 -3.9774 -3.3511 -1.0 0.7 0.3
H -4.5850 1.9376 -1.6148 -0.3 -0.3 -0.1
H -3.1448 1.6141 -0.6703 0.0 -0.2 0.1
H -4.7257 1.5161 0.1003 -0.1 0.0 0.0
H -4.2480 -0.5551 0.8154 0.3 -0.1 0.2
H -2.6495 -0.6019 -0.0933 0.0 0.0 0.7
H -3.7091 -2.8639 0.5112 0.6 -0.1 -0.3
H -3.2813 -2.6818 -1.2373 0.1 0.1 0.0
H -5.9517 -2.1389 -0.1094 0.1 0.1 0.0
H -5.3548 -4.5674 0.0034 -0.5 0.2 0.2
H -5.0116 -4.4700 -1.6638 0.0 0.4 -0.3
H -7.8377 -3.7586 -0.6275 0.3 -0.1 0.3
H -7.2496 -5.2190 -1.5064 -0.2 0.1 0.5
H -8.2786 -3.5867 -4.3698 0.8 -0.2 0.0
H -9.2285 -3.5159 -2.9877 -0.1 -0.7 0.3
H -8.3257 -5.0667 -3.3444 -0.2 -0.1 -0.1
C -2.2540 7.2916 4.4777 -1.8 0.9 1.0
O -1.4264 7.2434 3.3710 1.4 -1.0 -0.1
C -0.1439 7.8738 3.5984 -0.8 0.1 -0.5
C 0.9335 7.2495 2.7187 -2.2 0.0 -0.5
N 0.8964 5.8138 2.9078 1.3 0.6 0.7
C 1.7087 5.0815 1.9746 -0.7 -0.4 0.3
C 1.3775 3.5963 2.0027 -0.3 0.2 -0.2
O 0.3624 3.3736 1.0027 0.4 -0.5 0.1
C -0.0306 2.0305 0.9103 0.2 0.3 -1.2
H -2.5199 8.3291 4.7318 0.0 0.0 -0.2
H -1.9647 6.8711 5.4515 0.9 -0.3 -0.5
H -3.1998 6.8001 4.2470 0.1 0.0 -0.3
H 0.1237 7.7527 4.6510 0.0 0.4 0.0
H -0.3323 8.8941 3.2375 0.6 0.2 0.8
H 1.8617 7.7847 2.9037 0.3 -0.5 0.1
H 0.5904 7.4832 1.6924 0.5 0.1 -0.1
H -0.0538 5.5102 3.0525 -0.1 -0.1 -0.4
H 2.7640 5.2342 2.2064 0.0 0.0 0.0
H 1.5282 5.4162 0.9388 0.2 0.0 -0.1
H 0.9213 3.2505 2.9347 0.4 0.3 0.3
H 2.2981 3.0234 1.8249 -0.3 -0.3 -0.3
H 0.7194 1.4434 0.3296 0.2 0.0 0.4
H -0.9058 2.0467 0.2474 -0.2 -0.2 0.5
H -0.2056 1.5098 1.8564 -0.1 0.2 0.0
C 2.1387 -0.3134 6.5449 1.5 0.9 0.0
O 1.8707 -0.3034 5.1480 0.0 -0.6 0.2
C 1.8312 -1.6117 4.5922 -0.3 0.3 0.1
C 2.4435 -1.6072 3.1983 -0.1 -0.3 -0.1
N 2.7514 -2.9678 2.7689 -0.6 0.0 -0.7
C 1.6871 -3.6179 2.0368 -0.5 -1.0 0.2
C 1.8089 -5.1190 2.1212 -0.3 -0.6 -0.4
O 2.8810 -5.5195 1.2938 -0.1 0.3 -0.4
C 3.0052 -6.9117 1.1909 0.4 -0.9 0.0
H 1.9774 0.7080 6.8869 -0.4 -0.1 0.1
H 3.2219 -0.4644 6.6778 -0.1 -0.2 0.1
H 1.6412 -1.0404 7.1870 -0.5 -0.1 -0.5
H 0.7614 -1.8558 4.5799 0.1 -0.6 -0.2
H 2.3732 -2.3722 5.1629 0.0 0.3 0.3
H 3.3833 -1.0570 3.2213 -0.2 0.3 0.0
H 1.7032 -1.1534 2.5223 0.4 0.4 -0.2
H 3.5967 -3.0554 2.2234 0.2 0.2 0.2
H 1.5874 -3.4543 0.9413 0.5 0.6 0.1
H 0.6913 -3.3638 2.4117 0.2 0.2 0.4
H 0.8751 -5.5610 1.7387 0.0 -0.1 0.0
H 1.9655 -5.5081 3.1295 0.0 0.3 0.2
H 3.8782 -7.1397 0.5777 0.1 0.2 0.2
H 2.1793 -7.4419 0.6912 -0.3 0.5 0.1
H 3.1365 -7.3766 2.1749 0.0 0.1 0.0
C 4.8164 -2.0568 -2.8081 0.4 -1.2 -0.3
O 3.9338 -0.9684 -3.1105 -1.0 0.4 -0.2
C 3.8965 0.0313 -2.1042 -0.9 0.6 0.8
C 3.2701 1.3382 -2.6265 1.7 -0.8 0.4
N 1.9427 1.1774 -3.2711 0.6 1.7 1.2
C 1.7143 2.2661 -4.2531 -0.7 2.3 0.9
C 2.6029 2.0953 -5.4415 0.0 -0.8 -0.5
O 2.4521 0.6893 -5.6450 0.0 -0.7 -1.8
C 3.2025 0.1026 -6.7473 1.3 0.4 0.7
H 5.8143 -1.6981 -2.5626 -0.1 0.2 0.1
H 4.9072 -2.6931 -3.6919 -0.1 0.4 -0.1
H 4.4571 -2.7328 -2.0274 -0.2 0.5 0.3
H 4.9011 0.2499 -1.7421 0.0 0.1 0.0
H 3.2930 -0.2606 -1.2340 0.2 -0.6 0.0
H 4.0289 1.7133 -3.3149 -0.6 0.3 -0.4
H 3.1961 2.0344 -1.7899 -0.1 0.0 -0.1
H 1.2278 1.1108 -2.5516 -0.1 1.3 0.6
H 1.8787 3.2608 -3.8111 0.4 -0.4 0.3
H 0.6487 2.3870 -4.4745 0.0 -0.7 -0.4
H 3.6592 2.3478 -5.2896 -0.2 -0.1 0.2
H 2.2768 2.6517 -6.3253 -0.2 0.0 0.2
H 3.2201 0.7390 -7.6279 -0.4 0.0 -0.1
H 2.8695 -0.9104 -6.9572 -0.4 0.2 0.0
H 4.2305 0.0288 -6.3762 0.0 -0.1 -0.3
```
Positions in Å, forces in eV/Å.

---

C25H35BCaF4N6O8S | ωB97M-V/def2-TZVPD

Output
LUMO energy   0.0013 eV
Kohn-Sham gap   8.14 eV
E_HOMO   -8.13 eV
Energy relative to the best compared isomer or geometry (same formula, charge and spin)   63.4 kJ/mol

The geometry in XYZ format:
```
81
Properties=species:S:1:pos:R:3:forces:R:3
Ca -1.1811 1.2154 1.3407 -0.5 0.3 0.0
C 1.2339 5.5775 1.0007 0.1 0.0 0.0
N 1.9052 4.2962 1.1800 0.1 -0.1 -0.1
C 3.2780 4.2124 0.7021 0.0 0.0 0.0
C 1.1914 3.2134 1.5282 -0.1 0.1 0.3
O -0.0017 3.2759 1.8316 0.2 -0.1 -0.2
C 1.9019 1.8548 1.5468 0.0 -0.1 0.1
O 1.0343 0.8534 2.0344 -0.2 0.1 0.1
C 1.1459 0.4166 3.3777 0.1 0.0 0.1
C -0.2118 0.4544 4.0944 -0.1 0.1 0.1
O -1.1349 1.1602 3.6708 0.3 -0.1 -0.1
N -0.3232 -0.2719 5.2105 0.1 -0.1 -0.1
C 0.7425 -1.1512 5.6837 0.0 0.0 0.0
C -1.6134 -0.3686 5.8878 0.0 0.0 0.0
H 1.6507 6.3191 1.6835 0.0 0.0 0.0
H 0.1765 5.4551 1.2015 0.0 0.0 0.0
H 1.3698 5.9257 -0.0247 0.0 0.0 0.0
H 3.7537 5.1801 0.8451 0.0 0.0 0.0
H 3.3205 3.9610 -0.3610 0.0 0.0 0.0
H 3.8531 3.4796 1.2633 0.0 0.0 0.0
H 2.8189 1.8751 2.1361 0.0 0.1 0.0
H 2.1540 1.5851 0.5198 0.0 -0.1 0.0
H 1.8306 1.0569 3.9438 0.0 0.0 0.0
H 1.5366 -0.5998 3.3598 0.0 0.0 0.0
H 1.7004 -0.6340 5.7269 0.0 0.0 0.0
H 0.8379 -2.0406 5.0562 0.0 0.0 0.0
H 0.4966 -1.4681 6.6938 0.0 0.0 0.0
H -2.3588 0.1683 5.3143 0.0 0.0 0.0
H -1.5415 0.0477 6.8937 0.0 0.0 0.0
H -1.9101 -1.4157 5.9484 0.0 0.0 0.0
C -4.3425 4.0187 0.9640 0.0 0.0 0.0
C -3.5320 3.5019 -0.1720 0.0 0.0 0.1
N -2.4505 2.7614 -0.0709 0.2 -0.3 -0.3
C -2.0401 2.4798 -1.3632 0.1 0.1 -0.1
C -2.8923 3.0899 -2.2440 -0.1 0.0 0.0
N -3.8254 3.7223 -1.4687 0.0 0.0 0.0
C -3.0416 3.2037 -3.7206 0.1 0.0 -0.1
O -2.1322 2.6220 -4.4601 -0.2 0.1 -0.1
O -3.9799 3.8309 -4.1618 0.0 0.0 0.0
C -0.8315 1.6366 -1.6775 0.0 0.3 -0.1
O -0.5036 1.5387 -2.8779 0.1 0.0 0.2
O -0.2166 1.1022 -0.7095 -0.1 0.2 -0.1
H -3.8861 3.7100 1.9005 0.0 0.0 0.0
H -5.3577 3.6214 0.9285 0.0 0.0 0.0
H -4.3995 5.1083 0.9459 0.0 0.0 0.0
H -4.5901 4.2459 -1.8668 0.0 0.0 0.0
H -1.4360 2.1714 -3.8744 0.1 -0.1 0.1
C 2.7087 -2.2521 -4.2142 0.0 0.0 0.0
C 1.8944 -1.0417 -3.7749 0.0 0.0 0.0
C 0.8866 -1.3359 -2.6753 0.0 -0.1 0.0
N 1.5820 -1.8018 -1.4688 -0.1 -0.2 -0.1
C 1.0544 -2.3335 -0.3671 0.3 0.3 0.0
S 1.8960 -2.2903 1.0811 -0.1 -0.1 0.1
N -0.2139 -2.8830 -0.4760 0.0 -0.1 -0.1
C -0.6858 -3.8409 -1.3749 0.0 -0.2 0.1
O -1.8718 -4.0446 -1.4747 0.0 0.1 0.0
C 0.2924 -4.7131 -2.1078 0.0 0.1 -0.1
C -0.1107 -5.2078 -3.3450 0.0 0.0 0.0
C 0.6970 -6.0942 -4.0379 0.0 0.0 0.0
C 1.9024 -6.5089 -3.4860 0.0 0.0 0.0
C 2.2941 -6.0381 -2.2410 0.0 0.0 0.0
C 1.4943 -5.1375 -1.5516 0.0 0.1 0.1
H 3.4533 -1.9742 -4.9627 0.0 0.0 0.0
H 2.0651 -3.0205 -4.6467 0.0 0.0 0.0
H 3.2351 -2.7098 -3.3739 0.0 0.0 0.0
H 1.3358 -0.6341 -4.6195 0.0 0.0 0.0
H 2.5583 -0.2363 -3.4393 0.0 0.0 0.0
H 0.1786 -2.0889 -3.0129 0.0 -0.1 0.0
H 0.3339 -0.4310 -2.4339 0.0 -0.1 0.0
H 2.4987 -1.4127 -1.3110 0.1 0.0 0.0
H -0.8496 -2.6771 0.2845 0.0 0.0 0.1
H -1.0695 -4.8970 -3.7401 0.0 0.0 0.0
H 0.3839 -6.4682 -5.0047 0.0 0.0 0.0
H 2.5325 -7.2069 -4.0235 0.0 0.0 0.0
H 3.2233 -6.3769 -1.7996 0.0 0.0 0.0
H 1.8000 -4.7884 -0.5716 0.0 0.0 0.0
F -3.1855 -2.1671 0.9486 0.0 0.1 0.2
B -2.7895 -1.1583 1.7777 -0.1 -0.2 0.0
F -1.3159 -1.0749 1.7363 -0.3 0.0 0.0
F -3.1849 -1.2781 3.0908 0.1 0.0 -0.1
F -3.2216 0.1248 1.2543 0.2 -0.2 0.2
```
Positions in Å, forces in eV/Å.

---

C32H29BrNP2ReS | ωB97M-V/def2-TZVPD

Output
LUMO energy (spin up / spin down)   -4.4555 / -4.6230 eV
Net charge   +1
Kohn-Sham gap (spin up / spin down)   6.21 / 6.08 eV
E_HOMO (spin up / spin down)   -10.66 / -10.71 eV
Energy relative to the best compared isomer or geometry (same formula, charge and spin)   15.7 kJ/mol
Multiplicity   2

The geometry in XYZ format:
```
67
Properties=species:S:1:pos:R:3:forces:R:3
Re -0.4344 0.1281 -1.2373 0.0 0.0 0.2
C 2.9725 3.5107 4.6994 0.0 0.0 0.0
C 3.5954 2.2927 4.4702 0.0 0.0 0.0
C 3.0755 1.4165 3.5312 0.0 -0.1 0.0
C 1.9451 1.7562 2.7876 -0.1 0.0 0.0
C 1.3263 2.9815 3.0286 0.0 0.0 -0.1
C 1.8343 3.8503 3.9819 0.0 0.0 0.0
P 1.3472 0.5067 1.5940 0.1 0.1 0.1
C -0.3630 1.1151 1.2516 0.0 -0.1 -0.2
C -0.6797 2.1840 0.3963 0.1 0.1 0.2
C -1.9698 2.7256 0.3790 0.0 0.0 0.0
C -2.9483 2.2100 1.2033 0.1 0.0 0.0
C -2.6515 1.1402 2.0483 0.0 0.0 0.1
C -1.3857 0.5926 2.0638 -0.1 0.0 0.0
C 2.1556 1.0152 0.0336 0.0 0.0 0.0
C 3.4293 1.5747 0.0453 0.0 0.0 0.1
C 4.0756 1.8890 -1.1382 0.0 0.0 -0.1
C 3.4602 1.6389 -2.3581 -0.1 0.0 0.0
C 2.2079 1.0494 -2.3770 0.1 0.0 0.0
C 1.5221 0.7167 -1.1962 0.2 0.1 -0.1
H 3.3687 4.1906 5.4413 0.0 0.0 0.0
H 4.4769 2.0174 5.0331 0.0 0.0 0.0
H 3.5499 0.4528 3.3810 0.0 0.0 0.0
H 0.4429 3.2697 2.4737 0.0 0.0 0.0
H 1.3406 4.7957 4.1627 0.0 0.0 0.0
H 0.1086 2.6827 -0.1566 0.0 0.0 0.0
H -2.1893 3.5606 -0.2740 0.0 0.0 0.0
H -3.9431 2.6341 1.1935 0.0 0.0 0.0
H -3.4175 0.7372 2.6979 0.0 0.0 0.0
H -1.1637 -0.2291 2.7349 0.0 0.0 0.0
H 3.9134 1.7998 0.9881 0.0 0.0 0.0
H 5.0559 2.3454 -1.1083 0.0 0.0 0.0
H 3.9523 1.9033 -3.2841 0.0 0.0 0.0
H 1.7304 0.8870 -3.3361 0.0 0.0 0.0
Br -3.1564 -0.3299 -1.1509 -0.4 0.0 0.1
C -3.0919 -1.7691 0.0767 0.0 0.0 0.0
C -4.2351 -2.2870 0.6115 0.1 0.0 0.0
C -4.1163 -3.3621 1.5149 0.0 0.0 0.0
C -2.8863 -3.8711 1.8280 0.0 0.0 0.0
C -1.7085 -3.3351 1.2608 0.0 0.0 0.0
C -0.4240 -3.8653 1.5588 0.0 0.0 0.0
C 0.6892 -3.3442 0.9778 0.0 0.1 0.0
C 0.5859 -2.2603 0.0720 0.1 0.0 0.1
C -0.6280 -1.6722 -0.2215 -0.2 0.0 0.0
C -1.8006 -2.2449 0.3652 0.0 0.0 0.0
H -5.2039 -1.8848 0.3529 0.0 0.0 0.0
H -5.0099 -3.7831 1.9539 0.0 0.0 0.0
H -2.7987 -4.7004 2.5181 0.0 0.0 0.0
H -0.3502 -4.6962 2.2484 0.0 0.0 0.0
H 1.6671 -3.7492 1.1993 0.0 0.0 0.0
H 1.5027 -1.8771 -0.3624 0.0 0.0 0.0
C -0.4652 -0.4480 -4.6868 0.0 -0.1 -0.1
P -0.2244 -1.3070 -3.1043 0.0 -0.1 -0.2
C 1.3565 -2.1693 -3.3112 0.0 -0.1 0.0
C -1.4532 -2.6430 -3.2011 0.0 0.0 0.0
H -0.5272 -1.1809 -5.4923 0.0 0.0 0.0
H 0.3600 0.2307 -4.8956 0.0 0.0 0.0
H -1.3881 0.1270 -4.6548 0.0 0.0 0.0
H 1.3464 -2.7044 -4.2621 0.0 0.0 0.0
H 1.5000 -2.8933 -2.5096 0.0 0.0 0.0
H 2.1810 -1.4596 -3.3001 0.0 0.0 0.0
H -1.1255 -3.3958 -3.9188 0.0 0.0 0.0
H -2.4058 -2.2334 -3.5361 0.0 0.0 0.0
H -1.5921 -3.1141 -2.2308 0.0 0.0 0.0
S -3.0989 3.1853 -3.5096 -0.1 0.1 -0.1
C -2.0268 2.2165 -2.9023 -0.1 0.0 -0.1
N -1.2128 1.4799 -2.4425 0.3 -0.2 0.2
```
Positions in Å, forces in eV/Å.